This record from the Open Molecules 2025 dataset describes a molecular structure, C36H33Co2NO5P at a distorted geometry. The level of theory is ωB97M-V/def2-TZVPD.

Its HOMO-LUMO gap is 4.9 eV. The charge is +1. The calculation puts the energy at -4929.06580 hartree.

XYZ file:
```
78
Properties=species:S:1:pos:R:3:forces:R:3
O 2.521008 2.804766 1.314461 -1.5 0.8 -3.5
C 1.997344 3.091970 0.314753 1.5 -0.3 5.1
Co 1.323565 3.566355 -1.231290 -1.6 -2.8 0.5
C 0.835617 5.165115 -0.712197 -0.5 3.6 2.5
O 0.605048 6.223267 -0.303229 0.4 -2.9 -1.5
C 2.855681 3.896467 -2.028932 4.3 1.0 -4.0
O 3.879533 4.162461 -2.509709 -3.0 -0.7 1.9
C 0.286185 1.930162 -1.873316 -0.7 0.3 -2.5
C 0.988633 0.794771 -1.375248 2.4 0.5 -1.3
C 2.280242 0.343524 -1.468898 -0.7 0.5 -1.0
C 2.831874 -0.968212 -1.113421 0.4 -0.7 0.5
C 3.813156 -1.587306 -1.931945 -0.3 0.4 0.6
C 4.504107 -2.707516 -1.468825 -0.1 0.0 0.0
C 4.238717 -3.243713 -0.200665 -0.3 0.3 -0.2
C 3.192231 -2.706021 0.555492 -0.1 0.1 -0.1
C 2.465462 -1.611451 0.084857 0.4 0.4 -0.3
Co -0.516831 1.235912 -0.424062 0.4 1.5 0.7
C -0.236906 0.510490 1.126440 0.0 -3.8 5.6
O -0.176473 -0.040314 2.154748 0.1 2.1 -3.5
C -1.659981 2.482699 0.069503 -4.5 2.4 0.7
O -2.491243 3.230524 0.381842 2.9 -1.9 -0.7
P -1.996908 -0.093740 -1.326126 -1.4 -0.4 -0.3
C -2.416454 -1.446973 -0.171901 0.3 -0.1 0.1
C -2.275510 -2.797851 -0.513752 -0.1 0.1 0.2
C -2.508551 -3.783408 0.450673 0.0 0.2 0.1
C -2.816064 -3.422526 1.766287 0.1 0.1 -0.2
C -2.944670 -2.072664 2.110463 -0.1 0.1 -0.3
C -2.799196 -1.090970 1.130620 0.0 -0.3 0.1
C -3.612194 0.752319 -1.584474 0.2 0.3 0.0
C -4.824761 0.222075 -1.121264 0.1 0.2 -0.1
C -6.015866 0.926705 -1.330724 0.2 0.1 -0.1
C -5.999991 2.154051 -2.002088 0.2 -0.1 0.1
C -4.792038 2.680227 -2.474293 0.2 -0.2 0.1
C -3.601160 1.981613 -2.265085 -0.4 -0.1 0.0
C -1.672841 -0.897661 -2.947081 0.5 0.3 -0.2
C -2.487522 -0.640386 -4.063821 0.0 -0.1 0.2
C -2.230468 -1.268887 -5.285946 0.1 -0.1 0.2
C -1.162988 -2.165128 -5.402706 -0.1 0.2 0.2
C -0.320700 -2.390937 -4.308184 -0.2 0.1 0.2
C -0.560928 -1.749118 -3.089320 -0.2 0.0 -0.1
H -0.314457 2.007513 -2.794815 1.1 -0.2 -0.1
H 2.969876 1.002373 -2.046141 -0.6 -0.7 0.0
H 4.022540 -1.143168 -2.907941 0.1 -0.2 0.3
H 5.278876 -3.160617 -2.088695 -0.2 0.2 0.1
H 4.838639 -4.071728 0.186159 -0.3 0.3 -0.2
H 2.958775 -3.107404 1.538062 0.0 0.0 -0.2
H 1.674012 -1.139867 0.663992 0.3 -0.3 0.2
H -1.996213 -3.076543 -1.528288 -0.1 0.0 0.3
H -2.438113 -4.834583 0.166958 0.0 0.3 0.1
H -2.950297 -4.190503 2.528402 0.0 0.2 -0.2
H -3.159661 -1.775721 3.137180 -0.1 -0.1 -0.3
H -3.000618 -0.045858 1.375722 0.2 -0.2 0.0
H -4.840302 -0.734097 -0.597405 0.0 0.3 -0.2
H -6.953854 0.508267 -0.961541 0.3 0.2 -0.1
H -6.926305 2.710562 -2.150712 0.3 -0.2 0.0
H -4.763368 3.636846 -2.999245 -0.1 -0.3 0.2
H -2.661083 2.389427 -2.647011 -0.3 -0.1 0.2
H -3.337193 0.037500 -3.970769 0.3 -0.2 -0.1
H -2.875986 -1.059016 -6.140777 0.2 -0.1 0.3
H -0.985339 -2.677319 -6.350400 0.0 0.2 0.3
H 0.522445 -3.076053 -4.397329 -0.2 0.2 0.0
H 0.094517 -1.929458 -2.232681 -0.1 0.0 -0.3
C 3.799247 -0.461081 5.047652 -0.1 -0.1 0.2
C 2.883499 0.729434 4.708263 0.0 -0.2 0.1
C 1.541959 0.610300 5.447502 0.0 -0.2 0.0
C 3.546620 2.055248 5.130292 -0.1 0.0 -0.1
N 2.617702 0.626694 3.265317 -0.2 0.0 0.0
H 4.768270 -0.367707 4.533601 -0.2 0.0 0.2
H 3.968394 -0.543836 6.132489 0.1 0.1 -0.3
H 3.332477 -1.396924 4.699803 0.1 0.4 0.1
H 0.925951 1.510660 5.278623 0.2 -0.3 0.1
H 0.975598 -0.264185 5.093799 0.2 0.2 0.1
H 1.713558 0.492463 6.529042 -0.1 0.1 -0.4
H 2.875720 2.907212 4.946228 0.1 -0.2 0.1
H 3.795678 2.021185 6.199740 0.0 0.1 -0.3
H 4.464260 2.255048 4.563422 0.0 -0.2 0.1
H 1.753977 1.086877 2.995952 0.4 0.1 0.2
H 3.382022 0.997399 2.713890 -0.1 0.0 0.1
```
Positions in Å, forces in eV/Å.

---

This record from the Open Molecules 2025 dataset describes a molecular structure, C36H34BrN6O4ReS2. The level of theory is ωB97M-V/def2-TZVPD.

Its HOMO-LUMO gap (spin up / spin down) is 7.0 / 7.0 eV. The charge is +1. The expectation value of S² is 3.7693. As for the spin multiplicity: 4. The calculation puts the energy at -5470.25434 hartree.

XYZ file:
```
84
Properties=species:S:1:pos:R:3:forces:R:3
Re -0.299591 -0.252593 1.724754 0.2 -0.2 0.3
N -0.781034 2.019227 5.431322 0.0 0.0 0.0
C -0.423100 1.422850 4.285080 0.0 0.2 0.2
S -1.320019 -0.025909 3.868900 0.0 -0.1 -0.1
N 0.561168 1.977202 3.617812 0.0 -0.1 -0.1
N 0.871922 1.306717 2.474089 0.0 0.2 0.3
C 1.821775 1.764752 1.729327 0.0 0.0 -0.1
C 2.572378 3.004515 2.018940 -0.1 0.0 0.1
C 1.954258 4.230484 1.794142 0.0 0.0 0.0
C 2.650079 5.403528 2.036532 0.0 0.0 0.0
C 3.955117 5.354315 2.507997 0.0 0.0 0.0
C 4.567585 4.131445 2.738563 0.0 0.0 0.0
C 3.877950 2.953221 2.491095 0.0 0.0 0.0
C 2.110514 0.968890 0.526432 0.1 0.1 0.0
C 3.218559 1.199398 -0.270596 -0.1 0.0 -0.1
C 3.471299 0.336189 -1.325664 0.1 0.0 0.0
C 2.610630 -0.718174 -1.570583 -0.1 -0.1 0.0
C 1.501182 -0.871439 -0.757428 0.0 -0.1 -0.1
N 1.260844 -0.047912 0.260925 0.0 0.1 0.0
H -1.534851 1.660825 5.988169 0.0 0.0 0.0
H -0.281680 2.839789 5.730050 0.0 0.0 0.0
H 0.932857 4.256643 1.436328 0.0 0.0 0.0
H 2.172261 6.358301 1.862227 0.0 0.0 0.0
H 4.494163 6.272189 2.700652 0.0 0.0 0.0
H 5.580695 4.093029 3.114928 0.0 0.0 0.0
H 4.350145 1.996606 2.679450 0.0 0.0 0.0
H 3.867599 2.035655 -0.056588 0.0 0.0 0.0
H 4.341566 0.487078 -1.950104 0.0 0.0 0.0
H 2.781028 -1.407178 -2.385240 0.0 0.0 0.0
H 0.768859 -1.652922 -0.911923 0.0 0.0 0.0
C -2.770624 1.182327 1.043753 0.0 0.1 -0.1
O -1.356227 1.117347 0.934618 0.0 0.0 0.0
H -3.113060 2.066922 0.509101 0.0 0.0 0.0
H -3.060665 1.256488 2.095597 0.0 0.0 0.0
H -3.229226 0.303733 0.589504 0.0 0.0 0.0
C 0.032828 -4.412136 4.581940 0.0 0.0 0.1
N 0.877346 -4.129017 3.419503 0.1 0.0 0.0
C 1.586163 -5.226443 2.765871 0.0 0.0 0.0
C 0.897334 -2.934635 2.936797 -0.1 0.1 -0.1
N 0.914713 -1.839085 2.550639 -0.1 0.2 -0.1
H -0.712540 -5.155400 4.302282 0.0 0.0 0.0
H -0.479034 -3.500292 4.877944 0.0 0.0 0.0
H 0.648498 -4.782109 5.401224 0.0 0.0 0.0
H 0.892004 -6.052496 2.613419 0.0 0.0 0.0
H 2.418948 -5.559538 3.385043 0.0 0.0 0.0
H 1.960423 -4.895288 1.800754 0.0 0.0 0.0
Br -4.693204 -7.083138 0.004277 0.0 0.0 0.0
C -4.094005 -5.328014 -0.368529 0.0 0.0 0.0
C -4.488175 -4.706466 -1.543863 0.0 0.0 0.0
C -4.048011 -3.418325 -1.811924 0.0 0.0 0.0
C -3.213906 -2.760342 -0.921822 0.1 0.0 0.0
C -2.827022 -3.398606 0.253163 0.1 -0.1 0.0
C -3.273376 -4.684013 0.538786 0.0 0.0 0.0
C -1.944904 -2.721586 1.249617 -0.3 0.3 0.0
O -1.785952 -3.124330 2.385288 0.1 -0.2 0.0
O -1.409406 -1.601824 0.793708 0.0 -0.2 -0.2
H -5.136829 -5.224416 -2.236558 0.0 0.0 0.0
H -4.362023 -2.923417 -2.721103 0.0 0.0 0.0
H -2.878094 -1.753060 -1.131924 0.0 0.0 0.0
H -2.981671 -5.158206 1.464942 0.0 0.0 0.0
O -2.626591 0.673189 -2.047804 -0.1 0.0 0.1
S -1.219647 0.353599 -2.392716 0.1 -0.1 0.0
C -1.132589 0.091403 -4.159303 0.0 0.1 0.0
C -1.946766 0.838247 -4.998786 0.0 0.0 0.0
C -1.869621 0.627259 -6.364673 0.0 0.0 0.0
C -0.988788 -0.318376 -6.877723 0.0 0.0 0.0
C -0.191765 -1.069732 -6.027868 0.0 0.0 0.0
C -0.270288 -0.871214 -4.655070 0.0 0.0 0.0
C -0.308165 1.904678 -2.339078 -0.1 0.0 0.0
C -0.874732 2.949040 -1.628771 0.0 0.0 0.0
C -0.169359 4.137984 -1.496053 0.0 0.0 0.0
C 1.093020 4.267882 -2.055269 0.0 0.0 0.0
C 1.648154 3.213822 -2.771316 0.0 0.0 0.0
C 0.946478 2.027977 -2.919867 0.0 0.0 0.0
H -2.633136 1.559855 -4.574483 0.0 0.0 0.0
H -2.497520 1.199855 -7.034013 0.0 0.0 0.0
H -0.933797 -0.477457 -7.946164 0.0 0.0 0.0
H 0.477189 -1.818180 -6.430724 0.0 0.0 0.0
H 0.324171 -1.470527 -3.976465 0.0 0.0 0.0
H -1.861707 2.823920 -1.208060 0.0 0.0 0.0
H -0.613455 4.966594 -0.959354 0.0 0.0 0.0
H 1.640816 5.194879 -1.948563 0.0 0.0 0.0
H 2.621486 3.324676 -3.231704 0.0 0.0 0.0
H 1.362149 1.219305 -3.507767 0.0 0.0 0.0
```
Positions in Å, forces in eV/Å.

---

This record from the Open Molecules 2025 dataset describes a molecular structure, C36H34FMoN6OP2 at a distorted geometry. The level of theory is ωB97M-V/def2-TZVPD.

Its HOMO-LUMO gap (spin up / spin down) is 5.5 / 5.4 eV. The charge is +3. The expectation value of S² is 2.0377. As for the spin multiplicity: 3. The calculation puts the energy at -2645.94371 hartree.

XYZ file:
```
81
Properties=species:S:1:pos:R:3:forces:R:3
Mo 0.133664 0.266426 -1.147837 -0.1 -0.1 -0.6
C 3.356464 0.229626 1.948063 0.3 0.2 0.2
N 2.324564 0.424826 0.918363 -0.7 -0.6 -0.7
P 2.552864 -0.022074 -0.744537 1.0 2.0 1.1
C 2.239664 1.573826 -1.601837 0.0 -0.4 -0.2
C 1.991264 1.511526 -2.992337 0.2 -0.2 0.1
C 1.972364 2.677126 -3.743037 -0.1 -0.1 -0.1
C 2.208064 3.901826 -3.128137 -0.2 -0.2 0.0
C 2.443764 3.973126 -1.760237 0.1 -0.3 0.3
C 2.459664 2.820126 -0.995137 -0.1 0.1 0.1
C 4.332264 -0.294874 -0.920837 -0.4 -0.6 -0.3
C 4.845264 -1.590374 -0.869137 -0.1 0.0 0.0
C 6.215464 -1.777874 -0.921637 0.0 -0.1 0.0
C 7.064964 -0.687074 -1.032337 -0.1 0.0 0.0
C 6.546564 0.598226 -1.095837 0.0 0.1 0.0
C 5.180864 0.804726 -1.050437 -0.2 0.1 0.0
P 0.681064 0.030526 1.232863 1.2 0.1 1.0
C 0.833364 -1.583474 2.058663 -0.4 0.2 -0.4
C 0.538864 -1.770174 3.407263 -0.1 0.1 -0.1
C 0.948364 -2.934474 4.039763 0.0 0.0 0.0
C 1.657164 -3.899174 3.343063 0.0 0.0 0.0
C 1.922264 -3.727874 1.989663 0.0 0.0 -0.1
C 1.508764 -2.577374 1.346863 0.0 0.0 -0.2
C 0.035464 1.215926 2.421363 -0.2 -0.2 -0.4
C 0.750764 2.363726 2.758763 0.0 -0.2 -0.2
C 0.275764 3.190226 3.761663 0.1 0.0 0.0
C -0.904836 2.883726 4.420163 0.1 0.0 -0.1
C -1.646536 1.772526 4.045063 -0.1 -0.1 0.0
C -1.188036 0.941026 3.041063 0.1 0.0 -0.2
H 4.177964 0.922226 1.769363 0.0 0.0 0.1
H 3.751964 -0.788474 1.959863 -0.1 0.0 0.0
H 2.918364 0.443226 2.923363 0.1 0.0 0.0
H 1.918164 0.537026 -3.490437 0.0 0.2 0.1
H 1.809964 2.634226 -4.809737 0.0 0.0 -0.1
H 2.207764 4.808326 -3.713337 0.0 0.1 -0.1
H 2.641264 4.926726 -1.296437 0.0 0.1 0.0
H 2.668964 2.865326 0.067763 -0.1 0.0 -0.1
H 4.180964 -2.440374 -0.789937 0.0 -0.1 0.0
H 6.620764 -2.776174 -0.881037 0.0 -0.1 0.0
H 8.131764 -0.838774 -1.082437 0.1 0.0 0.0
H 7.205464 1.447226 -1.187137 0.1 0.1 0.0
H 4.779864 1.806326 -1.113637 0.1 0.0 0.0
H 0.010264 -1.013074 3.966463 0.1 0.0 0.1
H 0.727964 -3.074474 5.086563 0.0 0.0 0.1
H 2.015164 -4.781774 3.850663 0.0 -0.1 0.0
H 2.465864 -4.484774 1.446663 0.1 -0.1 -0.1
H 1.722164 -2.424274 0.288363 0.0 -0.2 0.2
H 1.675864 2.593826 2.249663 0.1 0.0 0.0
H 0.837264 4.067126 4.039163 0.1 0.1 0.0
H -1.246536 3.508126 5.229163 -0.1 0.1 0.1
H -2.571136 1.549226 4.551163 -0.1 0.0 0.0
H -1.757736 0.068526 2.742163 -0.1 -0.1 0.1
N -10.678336 0.250326 -0.087337 -0.7 0.0 0.2
C -9.563936 0.284726 -0.334137 0.0 0.0 0.0
C -8.186036 0.319326 -0.667937 0.6 0.1 -0.2
C -7.801436 0.088226 -1.988337 0.1 0.1 0.3
C -6.461436 0.086826 -2.319737 0.3 0.0 0.1
C -5.496036 0.331226 -1.343537 -1.4 0.0 0.4
C -5.887736 0.600826 -0.031937 0.2 -0.1 -0.3
C -7.225936 0.584826 0.309163 -0.1 -0.1 -0.2
N -4.123236 0.250726 -1.676737 1.0 -0.1 0.1
C -3.609836 0.167826 -2.942537 0.7 0.0 -0.3
C -2.264336 0.010426 -2.814037 -0.1 -0.2 -0.6
N -1.943736 -0.008774 -1.480937 -0.4 0.0 0.4
C -3.090936 0.151726 -0.824937 0.1 0.0 0.4
H -8.550336 -0.100674 -2.742237 0.0 0.0 0.0
H -6.193136 -0.134774 -3.337937 0.1 0.0 -0.1
H -5.164436 0.826126 0.734663 0.1 0.1 0.1
H -7.533236 0.772626 1.326963 0.0 0.0 0.0
H -4.193636 0.254226 -3.834237 -0.2 0.0 -0.1
H -1.510936 -0.111874 -3.583337 -0.2 0.1 0.0
H -3.166836 0.193726 0.247463 -0.1 0.0 0.0
F -0.417536 2.035826 -1.061737 -0.2 0.1 0.2
N -0.023336 -3.886574 -2.337537 0.1 0.1 -0.1
C -0.448036 -2.905174 -1.543337 -0.6 -0.5 0.4
N -1.450436 -3.145274 -0.683137 0.2 0.1 -0.1
O 0.100764 -1.767474 -1.594137 0.3 0.3 -0.4
H -0.449636 -4.799574 -2.336837 0.0 0.0 0.0
H 0.711264 -3.722874 -3.011237 -0.1 0.1 0.1
H -1.833336 -4.068774 -0.550637 0.0 0.0 0.0
H -1.716736 -2.427274 -0.025337 0.1 -0.2 -0.2
```
Positions in Å, forces in eV/Å.